{
  "formula": "C37H78N2O12",
  "method": "the ωB97M-V functional and the def2-TZVPD basis",
  "e_lumo_ev": 0.24,
  "largest_force_ha_per_bohr": 0.3116,
  "total_charge": 0,
  "de_lowest_kcal_mol": 31.4,
  "homo_ev": -7.291,
  "orbital_gap_ha": 0.27661,
  "multiplicity": 1,
  "species": ["C", "N", "C", "C", "C", "C", "O", "H", "H", "H", "H", "H", "H", "H", "H", "H", "H", "H", "H", "H", "H", "N", "O", "O", "O", "C", "C", "C", "O", "C", "H", "H", "H", "H", "H", "H", "H", "H", "C", "C", "C", "O", "C", "H", "H", "H", "H", "H", "H", "H", "H", "C", "C", "C", "O", "C", "H", "H", "H", "H", "H", "H", "H", "H", "C", "C", "C", "O", "C", "H", "H", "H", "H", "H", "H", "H", "H", "C", "C", "C", "O", "C", "H", "H", "H", "H", "H", "H", "H", "H", "C", "C", "C", "O", "C", "H", "H", "H", "H", "H", "H", "H", "H", "C", "C", "C", "O", "C", "H", "H", "H", "H", "H", "H", "H", "H", "C", "C", "C", "O", "C", "H", "H", "H", "H", "H", "H", "H", "H"],
  "positions_angstrom": [[1.01162, -0.62807, -0.02260], [0.02991, 0.16596, 0.78434], [0.02672, 1.59067, 0.25431], [-1.31194, -0.36009, 0.44816], [0.29758, 0.08078, 2.27388], [-0.52624, 0.93313, 3.23705], [-0.11634, 0.95301, 4.61450], [1.30862, -1.60447, 0.19940], [2.00535, -0.15861, 0.17092], [1.12009, -0.56969, -1.13228], [-0.83524, 2.13901, 0.60800], [-0.13122, 1.56216, -0.82841], [1.11869, 2.03251, 0.41916], [-1.53047, -0.24602, -0.69990], [-2.09536, -0.20973, 1.14335], [-1.47067, -1.46512, 0.74042], [1.34051, 0.08982, 2.39093], [0.13350, -0.85905, 2.65578], [-1.61813, 0.52666, 3.07367], [-0.73757, 2.06963, 2.97832], [0.27351, 1.84508, 4.53177], [1.30522, 4.08297, 3.71429], [1.67435, 3.45592, 2.78256], [1.24345, 5.31630, 3.62619], [0.83307, 3.57662, 4.74193], [-3.18140, 3.37615, 4.40439], [-2.50682, 4.38078, 3.50096], [-2.89264, 3.83585, 2.04632], [-3.32673, 2.49592, 2.21404], [-4.01577, 2.45457, 3.48990], [-4.02744, 3.87409, 5.01723], [-2.29661, 2.85631, 5.06604], [-1.53981, 4.41915, 3.57188], [-2.59284, 5.60464, 3.63038], [-2.26138, 3.97285, 1.44527], [-3.64824, 4.51411, 1.60032], [-4.19147, 1.37426, 3.78149], [-4.96293, 2.97978, 3.55039], [-1.73277, 2.16632, -3.15137], [-2.94921, 1.59028, -2.53173], [-3.29232, 2.42325, -1.28644], [-2.17858, 3.38210, -1.09305], [-1.63714, 3.50566, -2.37356], [-1.86648, 2.38379, -4.21420], [-1.00577, 1.32235, -2.86548], [-3.04316, 0.43550, -2.39548], [-3.90579, 1.82353, -3.03377], [-3.37850, 1.62696, -0.41883], [-4.05816, 2.98115, -1.25725], [-0.75776, 4.20677, -2.34718], [-2.27397, 4.16464, -2.90465], [0.45043, -4.89410, -1.66385], [1.82100, -5.44536, -1.77865], [2.70481, -4.12849, -1.93098], [1.79380, -3.11467, -1.82753], [0.41666, -3.50527, -2.18475], [0.18157, -4.77441, -0.69858], [-0.36476, -5.72291, -1.99520], [1.98594, -5.81927, -2.63720], [2.00325, -6.25102, -0.99097], [3.05589, -4.33502, -2.96557], [3.43185, -3.95343, -1.18424], [0.44484, -3.62959, -3.32846], [-0.26757, -3.03674, -1.85952], [1.10936, -3.75198, 3.58340], [-0.28451, -3.46208, 4.05276], [-1.15535, -3.85854, 2.98601], [-0.36669, -3.52941, 1.87008], [0.89033, -3.99372, 2.06161], [1.43982, -4.66199, 3.94838], [2.03929, -2.99649, 3.64731], [-0.23806, -2.44519, 4.22614], [-0.67486, -3.89988, 4.97600], [-2.09317, -3.26293, 2.83999], [-1.58087, -4.98144, 2.99999], [1.51716, -3.35547, 1.60579], [1.17428, -4.96775, 1.82732], [0.12662, -1.77275, -5.53779], [1.48240, -1.09556, -5.35819], [1.35701, -0.31376, -4.01074], [0.08516, -0.72874, -3.44614], [-0.72167, -1.07737, -4.50508], [0.18072, -2.72181, -5.37639], [-0.32356, -1.55814, -6.45663], [1.74710, -0.41902, -6.07859], [2.06718, -1.89225, -5.23189], [1.29489, 0.81897, -4.26544], [2.13054, -0.54436, -3.38187], [-1.40537, -0.34409, -4.89027], [-1.33856, -1.81025, -4.30571], [3.62479, 4.42018, -3.27346], [4.11267, 4.44494, -1.89893], [3.29815, 3.43267, -1.09059], [2.91714, 2.49239, -2.08377], [2.69599, 3.18435, -3.35765], [4.40882, 4.47525, -3.96009], [3.17263, 5.43556, -3.48567], [4.08624, 5.38258, -1.25610], [5.15717, 3.95497, -1.87092], [2.37036, 3.84080, -0.73419], [3.46255, 2.89661, -0.19105], [1.73324, 3.58184, -3.57233], [3.02775, 2.33536, -4.15995], [5.15726, 0.35635, 1.37067], [5.38820, -0.22602, -0.00694], [4.87194, -1.66525, 0.09390], [4.03629, -1.69985, 1.24101], [4.69887, -0.83387, 2.27201], [4.49125, 1.27707, 1.44408], [6.28785, 0.70414, 1.63472], [6.37207, 0.07193, -0.38042], [4.82988, 0.30937, -0.73930], [5.64790, -2.39546, 0.30099], [4.31650, -2.02850, -0.70367], [5.55197, -1.25104, 2.61286], [3.92394, -0.44533, 3.00845], [-4.97560, -1.97612, 1.80958], [-4.88359, -2.81848, 0.58832], [-4.97694, -1.85436, -0.53612], [-4.53958, -0.58578, 0.01072], [-5.15773, -0.56353, 1.35794], [-4.01647, -2.01139, 2.22124], [-5.92282, -2.26814, 2.37780], [-5.82898, -3.54708, 0.41986], [-4.31510, -3.59912, 0.66998], [-5.98898, -1.89938, -0.85080], [-4.63697, -2.16713, -1.36990], [-6.03523, 0.03343, 1.37833], [-4.30568, -0.02787, 1.82340]],
  "mulliken_charge": [0.3689, 2.0237, 0.5943, 0.2391, -0.0332, 0.2265, -0.6474, -0.0766, 0.0711, -0.9111, -0.1756, -0.1492, -0.3729, 0.0172, -0.6360, -0.1175, 0.5427, -0.3163, -0.5063, -0.3220, 0.7416, 1.0845, -0.6117, -0.7077, -0.7322, -0.0310, -0.3525, -1.7302, -0.0330, -0.8280, 0.3111, 0.1580, -0.2266, 0.2517, 1.4666, 0.3317, 0.2471, 0.4621, 0.9340, -0.5028, -0.5538, -0.4187, -1.0295, 0.5830, -0.9596, 0.0585, 0.3123, -0.5954, 1.5832, 0.2504, 0.5246, -0.0279, -0.8653, -0.6843, -0.0541, -0.5221, -0.2341, 0.2819, 0.5432, 0.2947, 0.2154, 0.3282, -0.4485, 1.1724, -0.6439, -0.7008, 0.2710, -0.1191, -0.1066, 0.4068, 0.0477, 0.1305, 0.4945, -0.3464, 0.2315, -0.1453, 0.5393, -1.2933, -1.0007, -0.2053, 0.0758, -0.9366, 0.4429, 0.4166, 0.5063, 0.3763, -0.1827, 0.6658, 0.4412, 0.6742, -0.8351, -0.4506, -0.4873, -0.0055, -0.0725, 0.3493, 0.2652, 0.3540, 0.1687, 0.2373, 0.2850, 0.0902, 0.2124, -0.0847, -0.3282, -0.2345, -0.2895, -0.8077, -0.0472, 0.3815, 0.4757, -0.1567, 0.2851, 0.0180, 0.5732, 0.2521, 0.1578, -0.8152, -1.1404, -0.3456, 0.0042, -0.1577, 0.3054, 0.2725, 0.4974, 0.5003, 0.8836, 0.4591, -0.6163]
}